A 5-piece molecular cluster, C38H82B2Cl2N2O10S overall at a distorted geometry. Source: the Open Molecules 2025 dataset; level of theory: the ωB97M-V functional and the def2-TZVPD basis.

Structure (SMILES) ... CCB(O)[C@@]1(/C(Cl)=C(/C)Cl)[C@@H](CON=O)OS(=O)(=O)[C@@H](B(N)O)[C@@H]1COCOCCO.CCCCCC.CCCCCC.CCCCCC.CCCCCC
HOMO ... -9.711 eV
LUMO level ... 0.001 hartree
Electronic energy ... -3727.14354 a.u.
Gap between HOMO and LUMO ... 9.728 eV

Structure (ORCA input):
```
! RIJCOSX wB97M-V def2-TZVPD def2/J DEFGRID3
* xyz 0 1
C -0.54 2.68 1.62
C -0.23 1.16 1.16
B -0.21 1.01 -0.47
O -1.12 1.87 -1.16
C 0.75 -0.10 -1.25
C 2.20 0.26 -0.82
Cl 2.56 2.02 -0.41
C 3.32 -0.56 -0.76
C 4.75 -0.02 -0.33
Cl 3.21 -2.29 -1.21
C 0.16 -1.49 -0.76
C 0.59 -1.96 0.69
O -0.54 -2.23 1.57
N -0.04 -2.86 2.65
O -0.84 -2.90 3.52
O -1.30 -1.33 -0.73
S -1.77 -1.70 -2.29
O -1.78 -3.18 -2.49
O -3.16 -1.17 -2.47
C -0.67 -0.81 -3.45
B -1.62 0.16 -4.39
N -2.33 1.37 -3.90
O -1.74 -0.15 -5.80
C 0.50 0.07 -2.82
C 1.80 -0.27 -3.71
O 2.72 0.82 -3.78
C 3.72 0.59 -4.76
O 4.46 -0.63 -4.54
C 4.21 -1.54 -5.65
C 4.54 -3.05 -5.30
O 3.39 -3.78 -4.79
H -1.65 2.76 1.82
H 0.00 2.85 2.60
H -0.16 3.44 0.89
H -0.95 0.42 1.62
H 0.83 0.96 1.49
H -0.78 2.79 -1.15
H 5.57 -0.78 -0.57
H 4.74 0.08 0.80
H 5.02 0.95 -0.83
H 0.42 -2.34 -1.47
H 1.22 -1.18 1.23
H 1.21 -2.90 0.59
H -0.26 -1.59 -4.17
H -2.30 2.05 -4.68
H -3.33 1.11 -3.86
H -0.84 -0.40 -6.09
H 0.28 1.15 -3.12
H 1.37 -0.37 -4.78
H 2.25 -1.27 -3.48
H 3.34 0.64 -5.83
H 4.48 1.43 -4.65
H 3.12 -1.51 -5.99
H 4.85 -1.18 -6.51
H 5.44 -3.19 -4.63
H 4.79 -3.56 -6.28
H 2.97 -3.22 -4.11
C 9.35 -0.97 4.11
C 7.95 -0.63 4.62
C 7.15 -1.85 5.06
C 6.86 -2.87 3.96
C 6.11 -2.32 2.75
C 4.72 -1.80 3.09
H 9.31 -1.61 3.23
H 9.89 -0.06 3.84
H 9.92 -1.49 4.89
H 7.41 -0.07 3.85
H 8.05 0.05 5.47
H 6.21 -1.51 5.50
H 7.69 -2.35 5.87
H 6.28 -3.69 4.40
H 7.80 -3.32 3.62
H 6.00 -3.13 2.01
H 6.69 -1.54 2.26
H 4.11 -2.58 3.54
H 4.22 -1.45 2.18
H 4.77 -0.95 3.79
C -8.99 3.02 -6.06
C -8.71 1.67 -5.40
C -7.45 1.66 -4.55
C -6.15 1.94 -5.31
C -5.85 0.98 -6.47
C -5.67 -0.46 -6.01
H -8.20 3.30 -6.75
H -9.93 2.98 -6.62
H -9.09 3.80 -5.30
H -8.66 0.89 -6.17
H -9.56 1.41 -4.76
H -7.37 0.70 -4.04
H -7.55 2.41 -3.76
H -5.31 1.90 -4.60
H -6.16 2.96 -5.70
H -4.93 1.31 -6.96
H -6.63 1.03 -7.22
H -4.85 -0.54 -5.29
H -5.42 -1.10 -6.87
H -6.57 -0.86 -5.56
C 1.88 -3.86 6.97
C 2.71 -3.28 8.12
C 4.17 -3.02 7.74
C 4.97 -4.26 7.35
C 5.02 -5.36 8.41
C 5.70 -4.92 9.70
H 2.26 -4.83 6.66
H 0.85 -3.99 7.28
H 1.89 -3.19 6.11
H 2.65 -3.94 8.99
H 2.26 -2.33 8.42
H 4.66 -2.51 8.57
H 4.20 -2.31 6.90
H 5.99 -3.95 7.11
H 4.56 -4.69 6.43
H 5.57 -6.22 8.00
H 4.01 -5.73 8.63
H 6.73 -4.59 9.51
H 5.74 -5.75 10.41
H 5.16 -4.10 10.18
C -6.05 4.12 -1.99
C -5.90 4.72 -0.60
C -7.16 4.57 0.26
C -8.40 5.29 -0.28
C -8.23 6.80 -0.50
C -7.93 7.57 0.78
H -6.83 4.62 -2.57
H -5.12 4.21 -2.55
H -6.30 3.05 -1.93
H -5.61 5.77 -0.68
H -5.07 4.21 -0.09
H -6.93 4.93 1.27
H -7.39 3.51 0.36
H -9.22 5.13 0.42
H -8.70 4.83 -1.22
H -9.16 7.19 -0.93
H -7.44 6.99 -1.24
H -8.73 7.42 1.52
H -7.85 8.63 0.57
H -6.99 7.25 1.23
*
```

A 4-piece molecular cluster, C38H82Cl2FN6O11P2 overall at a distorted geometry. Source: the Open Molecules 2025 dataset; level of theory: the ωB97M-V functional and the def2-TZVPD basis.

HOMO ... -10.191 eV
LUMO level ... -0.092 hartree
Electronic energy ... -4355.74676 a.u.
Gap between HOMO and LUMO ... 7.686 eV

Structure (ORCA input):
```
! RIJCOSX wB97M-V def2-TZVPD def2/J DEFGRID3
* xyz 1 1
C 3.57 -4.72 -2.79
C 3.02 -3.65 -2.72
C 2.27 -2.37 -2.65
C 0.87 -2.47 -1.96
P -0.30 -2.77 -3.40
N -1.62 -3.49 -3.00
O 0.54 -3.73 -4.42
O -0.56 -1.37 -4.19
N 0.69 -3.72 -1.16
F 0.66 -4.89 -1.88
C 1.54 -3.75 0.05
C 0.89 -2.69 0.97
P 1.31 -2.92 2.80
O -0.15 -3.38 3.44
Cl 2.42 -4.70 2.85
C 1.15 -1.28 0.37
C 0.42 -0.33 1.39
C 2.62 -0.80 0.40
C 3.51 -1.20 1.59
C 4.96 -0.72 1.33
N 5.60 -1.58 0.34
C 0.49 -1.19 -1.08
C 1.08 0.02 -1.88
C 0.72 1.44 -1.38
C 1.42 2.47 -2.30
O 0.95 2.40 -3.64
C 1.93 2.27 -4.60
C 2.93 1.12 -4.55
O 1.98 3.06 -5.49
C -1.04 -0.89 -1.06
C -2.13 -1.85 -0.59
C -3.45 -1.47 -1.34
Cl -2.55 -1.67 1.19
H 3.97 -5.70 -2.66
H 2.98 -1.69 -2.18
H 2.18 -2.03 -3.68
H -2.40 -2.91 -3.28
H -0.01 -3.86 -5.20
H -0.85 -1.54 -5.10
H -0.28 -3.64 -0.82
H 2.56 -3.42 -0.15
H 1.53 -4.76 0.47
H -0.21 -2.78 1.00
H -0.71 -3.84 2.80
H 1.16 0.05 2.11
H -0.02 0.56 0.94
H -0.33 -0.83 1.99
H 2.58 0.30 0.41
H 3.20 -1.02 -0.50
H 3.17 -0.80 2.54
H 3.59 -2.29 1.61
H 5.49 -0.88 2.27
H 5.00 0.35 1.10
H 5.27 -1.39 -0.60
H 6.60 -1.45 0.32
H 0.73 0.00 -2.91
H 2.16 0.03 -1.94
H 1.08 1.67 -0.38
H -0.34 1.68 -1.48
H 1.13 3.45 -1.91
H 2.51 2.44 -2.21
H 3.73 1.30 -5.26
H 2.45 0.16 -4.73
H 3.39 1.05 -3.56
H -1.26 0.03 -0.52
H -1.30 -0.60 -2.09
H -2.04 -2.93 -0.74
H -3.74 -2.25 -2.03
H -3.38 -0.49 -1.82
H -4.29 -1.39 -0.64
C -2.26 1.44 -3.90
O -2.94 1.72 -2.69
C -2.68 3.02 -2.15
C -3.90 3.91 -2.27
N -4.17 4.27 -3.65
C -5.47 4.91 -3.87
C -6.73 4.13 -3.52
O -6.99 3.02 -4.35
C -6.31 1.83 -4.01
H -2.39 0.38 -4.10
H -2.67 2.00 -4.74
H -1.19 1.66 -3.80
H -1.80 3.47 -2.63
H -2.45 2.88 -1.09
H -3.72 4.83 -1.69
H -4.74 3.38 -1.80
H -4.13 3.43 -4.22
H -5.52 5.16 -4.93
H -5.48 5.86 -3.32
H -7.58 4.81 -3.67
H -6.77 3.84 -2.46
H -6.16 1.73 -2.93
H -5.34 1.77 -4.52
H -6.91 0.99 -4.35
C 11.54 -1.26 4.78
O 10.80 -0.75 5.88
C 11.08 0.61 6.19
C 9.91 1.51 5.84
N 9.73 1.62 4.40
C 8.48 2.25 3.99
C 7.17 1.57 4.38
O 6.92 0.33 3.73
C 7.55 -0.79 4.32
H 11.40 -2.34 4.76
H 11.18 -0.85 3.83
H 12.61 -1.05 4.89
H 12.00 0.95 5.71
H 11.24 0.66 7.27
H 10.09 2.50 6.26
H 9.02 1.09 6.33
H 9.78 0.70 3.99
H 8.50 2.31 2.90
H 8.47 3.27 4.36
H 6.36 2.24 4.05
H 7.05 1.47 5.46
H 7.63 -0.70 5.41
H 8.54 -0.96 3.89
H 6.94 -1.67 4.09
C -8.48 2.36 3.50
O -8.27 0.98 3.78
C -9.42 0.17 3.58
C -9.25 -0.74 2.37
N -9.27 0.02 1.13
C -8.86 -0.73 -0.05
C -7.44 -1.30 -0.09
O -6.42 -0.32 -0.18
C -6.03 0.27 1.04
H -7.61 2.90 3.87
H -8.56 2.54 2.42
H -9.37 2.74 4.00
H -10.33 0.77 3.50
H -9.52 -0.46 4.47
H -10.07 -1.47 2.36
H -8.31 -1.28 2.50
H -8.67 0.83 1.22
H -8.97 -0.06 -0.91
H -9.57 -1.56 -0.20
H -7.36 -1.89 -1.01
H -7.24 -1.99 0.74
H -6.10 -0.43 1.88
H -6.62 1.17 1.25
H -4.99 0.59 0.94
*
```